(1)
{
  "formula": "CH4N3O",
  "method": "ωB97M-V/def2-TZVPD",
  "lumo_energy_ev": [-4.19, -8.17],
  "multiplicity": 3,
  "total_energy_ev": -7607.5133,
  "charge": 1,
  "orbital_gap_ev": [6.8, 8.6],
  "elements": ["C", "N", "N", "N", "O", "H", "H", "H", "H"],
  "xyz": [[0.15, -0.21, -0.25], [-4.93, 0.09, 0.16], [1.25, 0.05, 0.35], [-0.88, 0.48, -0.19], [-5.85, -0.43, -0.21], [0.01, -1.05, -0.95], [2.01, -0.47, -0.06], [1.51, 0.67, 1.11], [-1.44, 1.13, 0.44]]
}



(2)
{
  "formula": "C5H11NO2",
  "method": "ωB97M-V/def2-TZVPD",
  "lumo_energy_ev": 0.80,
  "multiplicity": 1,
  "total_energy_ev": -10947.6452,
  "charge": 0,
  "orbital_gap_ev": 10.3,
  "elements": ["C", "C", "C", "C", "C", "O", "O", "N", "H", "H", "H", "H", "H", "H", "H", "H", "H", "H", "H"],
  "xyz": [[-1.16, 1.02, -0.19], [-2.05, 0.34, 0.94], [2.36, 0.12, 0.65], [1.01, -0.89, -1.25], [1.03, 0.03, -0.06], [-1.46, 0.46, -1.44], [-1.77, -1.03, 1.00], [0.17, 0.91, 0.27], [-2.05, -0.30, -1.31], [-0.82, -1.14, 1.26], [-1.39, 2.10, -0.23], [-3.10, 0.45, 0.65], [-1.86, 0.84, 1.90], [0.51, -1.80, -0.98], [0.46, -0.45, -2.08], [3.03, 0.76, 0.07], [2.82, -0.87, 0.72], [2.24, 0.56, 1.63], [2.02, -1.13, -1.58]]
}



(3)
{
  "formula": "C22H69N5O10",
  "method": "ωB97M-V/def2-TZVPD",
  "lumo_energy_ev": -0.26,
  "multiplicity": 1,
  "total_energy_ev": -51853.4242,
  "charge": 0,
  "orbital_gap_ev": 8.4,
  "elements": ["O", "H", "H", "H", "C", "C", "O", "H", "H", "H", "H", "H", "C", "C", "C", "O", "C", "N", "H", "H", "H", "H", "H", "H", "H", "H", "H", "H", "H", "C", "C", "C", "O", "C", "N", "H", "H", "H", "H", "H", "H", "H", "H", "H", "H", "H", "C", "C", "C", "O", "C", "N", "H", "H", "H", "H", "H", "H", "H", "H", "H", "H", "H", "C", "C", "C", "O", "C", "N", "H", "H", "H", "H", "H", "H", "H", "H", "H", "H", "H", "C", "C", "C", "O", "C", "N", "H", "H", "H", "H", "H", "H", "H", "H", "H", "H", "H", "O", "H", "H", "O", "H", "H", "O", "H", "H"],
  "xyz": [[-0.54, -3.93, -2.28], [-0.86, -4.65, -1.72], [0.28, -4.12, -2.76], [-0.54, -3.00, -1.81], [0.12, 0.36, -0.22], [-0.16, -1.14, -0.20], [-0.95, -1.53, -1.29], [-0.73, 1.03, -0.10], [0.69, 0.68, -1.09], [0.66, 0.55, 0.72], [-0.71, -1.46, 0.71], [0.72, -1.78, -0.04], [-2.07, 2.45, -2.72], [-2.43, 2.06, -4.14], [-2.62, 3.26, -5.07], [-3.85, 3.90, -4.77], [-4.17, 4.93, -5.66], [-1.37, 1.22, -4.74], [-1.11, 2.97, -2.71], [-1.96, 1.57, -2.10], [-2.89, 3.03, -2.29], [-3.36, 1.49, -4.22], [-2.63, 2.91, -6.11], [-1.86, 4.05, -4.95], [-5.10, 5.40, -5.34], [-4.32, 4.53, -6.67], [-3.38, 5.69, -5.73], [-1.78, 0.73, -5.53], [-0.56, 1.71, -5.11], [5.80, 1.75, -4.76], [5.18, 0.35, -4.48], [4.87, 0.17, -2.99], [4.04, -0.97, -2.84], [3.57, -1.09, -1.53], [3.92, 0.26, -5.27], [5.72, 1.92, -5.83], [6.87, 1.69, -4.55], [5.27, 2.57, -4.28], [5.86, -0.41, -4.85], [4.20, 1.00, -2.71], [5.77, 0.15, -2.37], [3.00, -0.26, -1.11], [4.38, -1.39, -0.85], [2.92, -1.97, -1.41], [3.48, 1.16, -5.06], [4.23, 0.39, -6.23], [-2.75, 0.28, 3.48], [-3.24, -1.10, 3.08], [-2.17, -2.11, 3.51], [-2.60, -3.43, 3.19], [-1.81, -4.45, 3.78], [-4.53, -1.41, 3.73], [-1.81, 0.53, 2.97], [-2.60, 0.35, 4.56], [-3.42, 1.10, 3.21], [-3.36, -1.16, 2.00], [-1.99, -2.04, 4.59], [-1.24, -1.97, 2.96], [-2.22, -5.39, 3.41], [-1.97, -4.47, 4.86], [-0.77, -4.41, 3.46], [-4.29, -1.40, 4.72], [-4.63, -2.41, 3.55], [1.78, 3.32, 1.45], [1.04, 4.64, 1.23], [-0.42, 4.45, 0.82], [-1.10, 3.86, 1.91], [-2.33, 3.28, 1.54], [1.22, 5.58, 2.34], [1.12, 2.55, 1.85], [2.68, 3.48, 2.03], [2.06, 2.95, 0.46], [1.56, 5.09, 0.38], [-0.47, 3.76, -0.03], [-0.83, 5.43, 0.52], [-2.14, 2.25, 1.21], [-2.89, 3.69, 0.69], [-3.05, 3.33, 2.36], [0.78, 6.46, 2.06], [0.61, 5.25, 3.08], [1.67, -5.42, 5.35], [1.84, -3.99, 5.86], [1.39, -2.95, 4.87], [2.01, -3.15, 3.62], [1.93, -2.05, 2.76], [1.10, -3.89, 7.14], [1.85, -6.16, 6.13], [2.25, -5.65, 4.46], [0.64, -5.58, 5.01], [2.90, -3.80, 6.09], [1.64, -1.92, 5.17], [0.30, -2.83, 4.79], [2.37, -2.40, 1.82], [2.45, -1.18, 3.17], [0.93, -1.71, 2.44], [1.32, -2.98, 7.53], [1.56, -4.50, 7.82], [-2.74, -3.42, 0.04], [-2.25, -2.61, -0.23], [-2.96, -3.26, 0.96], [0.56, -1.09, -3.82], [0.31, -1.05, -2.88], [0.03, -0.39, -4.22], [-2.64, -0.88, -3.39], [-2.11, -1.14, -2.61], [-2.16, -0.12, -3.74]]
}



Respective ΔE to the lowest compared entry with this formula, charge and spin values: 138.6 156.5 307.5 kJ/mol.
Respective max |F| values: 4.62 1.64 3.11 eV/A.